A 2-piece molecular cluster, ClH8N3Si2 overall at a distorted geometry. Source: the Open Molecules 2025 dataset; level of theory: ωB97M-V/def2-TZVPD.

Geometry as XYZ:
```
14
Properties=species:S:1:pos:R:3:forces:R:3
N -0.751 0.876 1.827 0.1199 -0.2737 -0.4021
N -2.601 -1.315 -0.227 1.2434 3.5111 -0.5785
N 0.921 0.137 0.011 -1.3687 0.7096 -1.7779
Si 2.157 0.918 -0.991 -0.5524 -0.8942 1.2716
Si -0.782 0.570 0.182 0.0627 -2.6696 0.1156
Cl -1.310 2.199 -0.886 -0.0957 0.1948 -0.5847
H -1.585 1.030 2.334 -0.3010 0.3266 1.0345
H 0.179 1.024 2.213 -0.8133 -0.0204 0.2717
H -3.185 -0.871 0.528 0.3525 -0.4729 -0.9495
H -3.007 -0.920 -1.157 0.7341 -0.6517 2.0391
H 1.081 -0.809 0.298 0.1983 -0.5487 -0.0239
H 2.201 2.204 -0.391 0.7263 1.0266 0.9511
H 2.014 1.445 -2.309 -0.5730 -0.4876 -1.4048
H 3.271 -0.041 -0.921 0.2669 0.2501 0.0380
```
Forces are in eV/Å.

The total energy is -1208.26748 a.u. For the largest force on an atom, the calculation gives 3.77 eV/Å. The calculation puts the gap between HOMO and LUMO at 8.896 eV. The value obtained for the HOMO energy is -8.93 eV. As for the net charge: 0.

Mulliken population analysis, charges in e, atoms 1 to 5: -0.362, -0.669, -0.243, 0.348, 0.398

***

ClHNO2S2 as an isolated structure at a distorted geometry. Source: the Open Molecules 2025 dataset; level of theory: ωB97M-V/def2-TZVPD.

Geometry as XYZ:
```
7
Properties=species:S:1:pos:R:3:forces:R:3
N 0.312 -0.597 -0.071 0.5428 -0.6019 0.0311
O -2.198 0.825 -1.143 0.2470 -0.4086 -1.3099
O -2.097 0.320 1.188 1.3484 0.4864 -1.0192
S 1.646 -0.787 0.800 -0.5743 0.2991 0.9187
S -1.352 0.864 0.024 -1.0386 -0.0023 2.7199
Cl 3.144 0.559 0.052 0.4653 0.3804 -0.1793
H 0.545 -1.184 -0.849 -0.9905 -0.1530 -1.1612
```
Forces are in eV/Å.

The total energy is -1462.44704 a.u. For the largest force on an atom, the calculation gives 2.91 eV/Å. The calculation puts the gap between HOMO and LUMO at 7.745 eV. The value obtained for the HOMO energy is -4.09 eV. As for the net charge: -1.

Mulliken population analysis, charges in e, atoms 1 to 5: -0.405, -0.505, -0.525, -0.065, 0.650

***

One molecule with the formula ClHNP at a distorted geometry. Source: the Open Molecules 2025 dataset; level of theory: ωB97M-V/def2-TZVPD.

Geometry as XYZ:
```
4
Properties=species:S:1:pos:R:3:forces:R:3
H 0.338 0.139 -0.314 -0.2688 -0.3650 0.4198
P -0.865 0.850 0.000 -0.6216 0.4270 -0.1760
N -1.887 -0.367 0.038 1.5597 -0.4826 -0.6147
Cl -3.526 -0.108 -0.005 -0.6693 0.4206 0.3709
```
Forces are in eV/Å.

The total energy is -856.81592 a.u. For the largest force on an atom, the calculation gives 1.74 eV/Å. Its SMILES is [H]/P=N/Cl. The calculation puts the gap between HOMO and LUMO at 8.541 eV. The value obtained for the HOMO energy is -9.47 eV. As for the net charge: 0.

Just the Mulliken charges please, in e? Sure, here they are: 0.078, 0.150, -0.184, -0.044

***

A 2-piece molecular cluster, ClHO3S overall at a distorted geometry. Source: the Open Molecules 2025 dataset; level of theory: ωB97M-V/def2-TZVPD.

Geometry as XYZ:
```
6
Properties=species:S:1:pos:R:3:forces:R:3
O -2.026 -0.730 0.136 2.3334 -0.5841 -1.0650
O 2.010 -0.882 0.057 0.0838 -0.3245 -0.2367
O 1.950 1.488 -0.405 0.1061 1.2302 0.1129
S 1.686 0.171 -0.854 0.3944 -1.0412 -0.1271
Cl -0.812 0.403 0.507 -1.2853 -0.2455 0.1938
H -2.806 -0.450 0.557 -1.6324 0.9651 1.1221
```
Forces are in eV/Å.

The total energy is -1084.61516 a.u. For the largest force on an atom, the calculation gives 2.63 eV/Å. The calculation puts the gap between HOMO and LUMO at 10.355 eV. The value obtained for the HOMO energy is -11.12 eV. As for the net charge: 0.

Mulliken population analysis, charges in e, atoms 1 to 5: -0.370, -0.347, -0.371, 0.677, 0.072

***

A 2-piece molecular cluster, ClIO2S overall at a distorted geometry. Source: the Open Molecules 2025 dataset; level of theory: ωB97M-V/def2-TZVPD.

Geometry as XYZ:
```
5
Properties=species:S:1:pos:R:3:forces:R:3
O -1.410 -0.056 -0.258 -0.6284 -0.1309 -0.6284
O 0.693 -0.456 0.920 -0.0092 0.0851 0.0928
S -0.524 0.286 0.792 0.6389 0.0420 0.5348
Cl 1.898 0.638 -3.007 -0.2183 -4.4043 -4.5821
I 1.972 2.171 -1.410 0.2170 4.4082 4.5829
```
Forces are in eV/Å.

The total energy is -1306.43486 a.u. The spin multiplicity is 3. For the largest force on an atom, the calculation gives 6.36 eV/Å. The calculation puts the gap between HOMO and LUMO (spin up / spin down) at 6.096 / 6.246 eV. The value obtained for the HOMO energy (spin up / spin down) is -7.20 / -9.83 eV. As for the net charge: 0. The expectation value of S² is 2.01.

Just the Mulliken charges please, in e? Sure, here they are: -0.329, -0.350, 0.666, -0.213, 0.226

***

ClLi5 as an isolated structure at a distorted geometry. Source: the Open Molecules 2025 dataset; level of theory: ωB97M-V/def2-TZVPD.

Geometry as XYZ:
```
6
Properties=species:S:1:pos:R:3:forces:R:3
Li -6.197 20.953 3.512 0.1067 0.3497 -1.2841
Li -2.172 19.619 5.339 1.0644 -0.3464 -1.0932
Li -3.709 19.843 7.863 -0.1172 -0.7388 1.1832
Li -4.917 22.511 7.171 -0.2154 1.3932 0.1564
Li -7.566 19.846 6.125 -0.9205 -0.6234 0.6118
Cl -4.959 20.555 5.844 0.0821 -0.0343 0.4259
```
Forces are in eV/Å.

The total energy is -496.28196 a.u. For the largest force on an atom, the calculation gives 1.56 eV/Å. The calculation puts the gap between HOMO and LUMO at 12.639 eV. The value obtained for the HOMO energy is -29.50 eV. As for the net charge: +4.

Mulliken population analysis, charges in e, atoms 1 to 5: 0.930, 0.964, 0.928, 0.980, 0.959